# 1
A molecular structure, C16H9AuCl4N4O4S. Source: OMol25; level of theory: wB97M-V/def2-TZVPD.

Geometry (Å):
Au (-1.341, -0.624, -1.911)
Cl (3.329, -5.084, -5.287)
C (2.025, -4.268, -4.551)
C (0.740, -5.014, -4.406)
Cl (0.686, -6.610, -4.998)
C (-0.349, -4.466, -3.835)
Cl (-1.836, -5.273, -3.654)
C (-0.283, -3.087, -3.348)
O (-1.252, -2.524, -2.872)
C (1.040, -2.321, -3.460)
O (1.090, -1.211, -3.002)
C (2.169, -3.003, -4.122)
Cl (3.607, -2.107, -4.264)
N (2.651, 2.953, 4.784)
C (1.744, 2.131, 4.133)
C (0.371, 2.351, 4.259)
C (-0.533, 1.558, 3.576)
C (-0.079, 0.531, 2.761)
C (1.285, 0.303, 2.631)
C (2.191, 1.096, 3.307)
S (-1.222, -0.475, 1.878)
O (-0.641, -1.789, 1.769)
O (-2.505, -0.320, 2.511)
N (-1.244, 0.090, 0.361)
C (-1.722, 1.288, 0.023)
N (-1.870, 1.379, -1.337)
C (-2.284, 2.521, -1.866)
C (-2.577, 3.609, -1.069)
C (-2.420, 3.424, 0.301)
N (-2.004, 2.301, 0.858)
H (2.304, 3.456, 5.581)
H (3.575, 2.579, 4.917)
H (0.013, 3.151, 4.897)
H (-1.596, 1.726, 3.666)
H (1.630, -0.512, 2.008)
H (3.254, 0.913, 3.203)
H (-2.384, 2.547, -2.944)
H (-2.918, 4.544, -1.485)
H (-2.645, 4.236, 0.986)

Values from the calculation:
2S+1: 1
HOMO-LUMO gap: 4.590 eV
E_LUMO: -3.10 eV
HOMO level: -7.694 eV

Atomic partial charges in e from the Mulliken method, atoms 1 to 4:
1. Au 0.499
2. Cl -0.138
3. C 0.325
4. C 0.507

***

# 2
2 unconnected molecules or ions with the total composition C3H5NS2. Source: OMol25; level of theory: wB97M-V/def2-TZVPD.

Geometry (Å):
C (0.203, -0.543, 0.627)
C (0.456, 0.944, 0.125)
C (-1.143, -0.364, 0.152)
H (2.400, -1.075, -0.326)
H (0.092, -0.667, 1.754)
H (1.332, 1.040, -0.547)
H (0.353, 1.839, 0.820)
H (-1.249, 1.041, -1.897)
N (-0.996, 0.818, -0.436)
S (1.021, -1.737, -0.253)
S (-2.470, -1.296, -0.020)

Values from the calculation:
2S+1: 1
HOMO-LUMO gap: 7.592 eV
E_LUMO: -0.93 eV
HOMO level: -8.521 eV

Atomic partial charges in e from the Mulliken method, atoms 1 to 4:
1. C 0.268
2. C -0.443
3. C -0.152
4. H 0.135

***

# 3
A molecular structure, C3H3ClOS. Source: OMol25; level of theory: wB97M-V/def2-TZVPD.

Geometry (Å):
C (0.020, 0.635, -0.418)
C (-0.799, -0.627, 0.181)
C (1.046, 0.238, 0.548)
H (-0.495, 1.671, -0.208)
H (-0.428, -1.817, -0.426)
H (-2.199, -0.642, 0.187)
O (0.050, -0.226, 1.442)
S (2.573, 0.359, 0.881)
Cl (0.233, 0.409, -2.187)

Values from the calculation:
2S+1: 1
HOMO-LUMO gap: 9.128 eV
E_LUMO: -0.38 eV
HOMO level: -9.504 eV

Atomic partial charges in e from the Mulliken method, atoms 1 to 4:
1. C 0.231
2. C -0.450
3. C 0.178
4. H 0.275

***

# 4
2 unconnected molecules or ions with the total composition C10H12O2Se. Source: OMol25; level of theory: wB97M-V/def2-TZVPD.

Geometry (Å):
C (-2.079, -0.768, -2.828)
C (-0.969, -0.578, -1.858)
O (0.131, -1.099, -1.999)
C (-1.292, -0.014, -0.541)
Se (-0.717, -0.851, 0.927)
C (-2.065, 1.245, -0.554)
C (-2.597, 1.786, 0.721)
O (-2.267, 1.888, -1.609)
H (-2.708, 0.126, -2.796)
H (-2.558, -1.689, -2.544)
H (-1.639, -0.893, -3.762)
H (-2.176, 2.687, 1.174)
H (-2.374, 1.088, 1.496)
H (-3.580, 2.002, 0.507)
C (1.808, 0.700, 1.337)
C (1.904, -0.298, 2.298)
C (2.669, -1.427, 1.736)
C (3.071, -0.944, 0.363)
C (2.626, 0.330, 0.210)
H (1.159, 1.600, 1.410)
H (1.301, -0.344, 3.224)
H (3.659, -1.543, 2.332)
H (2.158, -2.299, 1.811)
H (3.771, -1.548, -0.311)
H (2.764, 0.842, -0.745)

Values from the calculation:
2S+1: 1
HOMO-LUMO gap: 6.657 eV
E_LUMO: -1.86 eV
SMILES: CC(=O)C(=[Se])C(C)=O.C1=CCC=C1
HOMO level: -8.518 eV

Atomic partial charges in e from the Mulliken method, atoms 1 to 4:
1. C -1.144
2. C 0.353
3. O -0.544
4. C 0.173

***

# 5
A molecular structure, C44H50IN6O2P2Sm. Source: OMol25; level of theory: wB97M-V/def2-TZVPD.

Geometry (Å):
Sm (-0.686, -0.224, 0.250)
C (-2.026, -2.743, 2.634)
N (-1.634, -1.922, 3.749)
C (-1.988, -2.394, 5.081)
C (-1.770, -1.164, 5.960)
N (-1.455, -0.109, 5.001)
C (-0.807, 1.082, 5.525)
C (-1.416, -0.579, 3.725)
N (-1.209, 0.099, 2.619)
C (-1.355, 1.568, 2.670)
C (-1.972, 2.136, 1.391)
N (-1.083, 2.105, 0.201)
C (-0.843, 3.248, -0.436)
N (-0.631, 3.337, -1.758)
C (-0.980, 2.343, -2.749)
C (-0.496, 4.724, -2.189)
C (-0.463, 5.499, -0.872)
N (-0.787, 4.480, 0.132)
C (-0.361, 4.730, 1.497)
H (-1.428, -3.655, 2.597)
H (-1.926, -2.214, 1.691)
H (-3.082, -3.022, 2.710)
H (-1.363, -3.236, 5.380)
H (-3.028, -2.727, 5.086)
H (-0.925, -1.293, 6.642)
H (-2.646, -0.909, 6.555)
H (-0.196, 0.793, 6.382)
H (-1.536, 1.820, 5.860)
H (-0.151, 1.527, 4.788)
H (-0.383, 2.046, 2.831)
H (-2.013, 1.869, 3.489)
H (-2.333, 3.146, 1.589)
H (-2.872, 1.548, 1.167)
H (-1.789, 2.725, -3.378)
H (-1.323, 1.429, -2.277)
H (-0.124, 2.115, -3.383)
H (-1.361, 4.990, -2.801)
H (0.403, 4.864, -2.790)
H (-1.180, 6.318, -0.850)
H (0.530, 5.903, -0.662)
H (0.481, 5.424, 1.481)
H (-0.021, 3.810, 1.962)
H (-1.158, 5.167, 2.099)
C (2.936, -1.082, -1.403)
P (1.156, -1.282, -1.767)
C (0.951, -0.723, -3.482)
C (-0.107, -1.197, -4.254)
C (-0.298, -0.725, -5.543)
C (0.561, 0.229, -6.074)
C (1.614, 0.711, -5.310)
C (1.805, 0.240, -4.018)
C (0.826, -3.064, -1.782)
C (-0.041, -3.609, -0.839)
C (-0.302, -4.971, -0.799)
C (0.319, -5.807, -1.717)
C (1.188, -5.279, -2.665)
C (1.440, -3.918, -2.700)
P (3.112, 0.396, -0.325)
C (4.884, 0.340, 0.054)
C (5.719, 0.769, -0.980)
C (7.095, 0.752, -0.827)
C (7.646, 0.325, 0.376)
C (6.822, -0.089, 1.410)
C (5.442, -0.086, 1.253)
C (2.374, -0.229, 1.231)
C (1.994, -1.555, 1.483)
C (1.634, -1.964, 2.765)
C (1.688, -1.066, 3.821)
C (2.040, 0.255, 3.583)
C (2.340, 0.678, 2.295)
H (3.491, -0.918, -2.327)
H (3.331, -1.987, -0.936)
H (-0.781, -1.946, -3.856)
H (-1.111, -1.113, -6.141)
H (0.418, 0.585, -7.084)
H (2.290, 1.449, -5.719)
H (2.626, 0.645, -3.437)
H (-0.550, -2.978, -0.101)
H (-0.988, -5.372, -0.067)
H (0.123, -6.869, -1.698)
H (1.667, -5.936, -3.378)
H (2.108, -3.517, -3.453)
H (5.296, 1.128, -1.913)
H (7.732, 1.082, -1.635)
H (8.720, 0.321, 0.502)
H (7.259, -0.422, 2.342)
H (4.811, -0.427, 2.065)
H (2.060, -2.308, 0.706)
H (1.360, -2.996, 2.940)
H (1.465, -1.399, 4.826)
H (2.102, 0.956, 4.404)
H (2.626, 1.711, 2.128)
I (-8.320, 0.583, -4.022)
C (-6.547, 0.179, -3.053)
C (-5.356, 0.146, -3.778)
C (-4.168, -0.121, -3.124)
C (-4.170, -0.354, -1.751)
C (-5.364, -0.328, -1.031)
C (-6.554, -0.061, -1.681)
C (-2.919, -0.622, -1.048)
O (-2.875, -0.820, 0.213)
O (-1.792, -0.600, -1.663)
H (-5.367, 0.325, -4.843)
H (-3.237, -0.154, -3.675)
H (-5.351, -0.521, 0.033)
H (-7.485, -0.041, -1.132)

Values from the calculation:
⟨S²⟩: 8.76
2S+1: 6
HOMO-LUMO gap (alpha / beta): 7.156 / 8.148 eV
E_LUMO (alpha / beta): -5.50 / -4.51 eV
HOMO level (alpha / beta): -12.657 / -12.658 eV
net charge: +2

Atomic partial charges in e from the Mulliken method, atoms 1 to 4:
1. Sm -0.209
2. C -1.126
3. N 0.444
4. C -0.663

***

# 6
A gas-phase ion, O4PS (charge -1). Source: OMol25; level of theory: wB97M-V/def2-TZVPD.

Geometry (Å):
O (-2.078, 0.605, -0.697)
P (-1.123, -0.278, -0.029)
O (-1.393, -0.542, 1.432)
S (1.296, -0.157, 0.165)
O (1.196, 1.280, -0.107)
O (2.102, -0.908, -0.764)

Values from the calculation:
2S+1: 1
HOMO-LUMO gap (alpha / beta): 7.952 / 7.951 eV
E_LUMO (alpha / beta): 3.28 / 3.28 eV
SMILES: O=P([O-])=S(=O)=O
HOMO level (alpha / beta): -4.674 / -4.674 eV
net charge: -1

Atomic partial charges in e from the Mulliken method, atoms 1 to 4:
1. O -0.570
2. P 0.538
3. O -0.582
4. S 0.581

***

# 7
A single C4H9NO2 molecule. Source: OMol25; level of theory: wB97M-V/def2-TZVPD.

Geometry (Å):
C (1.487, 0.387, 1.014)
N (0.263, 1.150, 0.485)
C (0.817, 2.311, -0.227)
C (-0.391, 0.366, -0.539)
C (-0.701, -1.128, -0.222)
O (-1.545, -1.260, 0.712)
O (-0.353, -1.997, -1.086)
H (1.061, -0.226, 1.847)
H (1.811, -0.314, 0.275)
H (2.273, 1.105, 1.210)
H (1.386, 2.923, 0.592)
H (0.050, 2.901, -0.721)
H (1.643, 1.877, -0.909)
H (-1.379, 0.684, -0.533)
H (0.128, 0.260, -1.419)
H (-0.893, -2.812, -0.902)

Values from the calculation:
2S+1: 1
HOMO-LUMO gap: 9.682 eV
E_LUMO: 0.59 eV
SMILES: CN(C)CC(=O)O
HOMO level: -9.095 eV

Atomic partial charges in e from the Mulliken method, atoms 1 to 4:
1. C -0.981
2. N -0.205
3. C -0.884
4. C -0.593

***

# 8
A gas-phase ion, CH3BrNO2S (charge -1). Source: OMol25; level of theory: wB97M-V/def2-TZVPD.

Geometry (Å):
C (0.921, 0.510, 0.233)
N (0.166, -0.367, -0.488)
O (-1.692, -0.033, 1.149)
O (-2.381, -0.481, -1.177)
S (-1.604, -0.927, -0.002)
Br (2.979, -0.366, 0.674)
H (0.423, 0.453, 1.199)
H (0.976, 1.514, -0.054)
H (0.212, -0.303, -1.533)

Values from the calculation:
2S+1: 1
HOMO-LUMO gap: 8.381 eV
E_LUMO: 3.58 eV
HOMO level: -4.804 eV
net charge: -1

Atomic partial charges in e from the Mulliken method, atoms 1 to 4:
1. C -0.366
2. N -0.384
3. O -0.607
4. O -0.592

***

> Number 3 is which compound?

C3H3ClOS

***

> Which value of 2S+1 does entry 5 give?

6

***

> What is the 2S+1 in the second record?

1